[1]
# H2N3P3

One molecule with the formula H2N3P3 (ωB97M-V with the def2-TZVPD basis set, the OMol25 dataset).

Geometry as XYZ:
```
8
Properties=species:S:1:pos:R:3:forces:R:3:nbo_charge:R:1
N -3.4153 -0.3563 -0.3062 1.219 -2.811 -0.823 -1.284
N -1.0302 -2.0517 -0.6919 0.787 -0.467 -0.780 -1.288
N -0.8413 0.6326 -0.2367 0.053 -0.718 -0.418 -1.289
P -2.4996 0.8064 0.1288 -0.485 0.459 0.311 1.223
P -2.5087 -2.2797 -0.6288 -2.851 2.510 0.782 1.297
P -0.0305 -0.7273 -0.9817 0.488 0.124 1.404 1.012
H -0.3047 0.7742 0.6014 0.019 0.873 0.394 0.405
H 0.5742 -0.9947 0.3030 0.770 0.029 -0.869 -0.076
```
Positions in Å, forces in eV/Å.

The orbital gap comes out at 7.95 eV. The value obtained for the LUMO energy is -0.032 hartree. The structure (SMILES) is N1=PN=PNP1. The calculation puts the total energy at -1189.49087 hartree. The energy relative to the best compared isomer or geometry (same formula, charge and spin) comes out at 34.88 kcal per mole. The strongest force on any atom comes out at 3.88 eV Å⁻¹. The value obtained for the highest occupied orbital energy is -0.3246 hartree.

---

[2]
# C23H40Cl3LuN4O3Si

C23H40Cl3LuN4O3Si as an isolated structure (ωB97M-V with the def2-TZVPD basis set, the OMol25 dataset).

Geometry as XYZ:
```
75
Properties=species:S:1:pos:R:3:forces:R:3:mulliken_charge:R:1
C -0.4040 0.4424 -6.3105 0.906 -0.963 -0.440 -2.275
C 0.4406 0.6747 -5.0785 1.202 0.986 0.373 0.837
H 0.3058 0.4595 -7.1318 -0.018 -0.299 -0.532 0.631
H -1.1505 1.1895 -6.5766 0.120 0.229 0.526 0.249
H -0.9228 -0.5314 -6.3063 0.450 0.399 -0.022 0.426
C 1.1738 1.8173 -4.9628 0.023 -1.447 0.517 0.392
C 1.4821 2.6935 -6.1122 -0.289 0.472 -0.311 -1.624
H 1.5378 2.2275 -3.9882 -0.114 -0.995 -1.334 0.335
H 0.6081 3.3551 -6.2087 0.249 0.185 -0.573 0.265
H 1.6228 2.1008 -7.0514 0.053 0.815 0.679 0.272
H 2.3507 3.3304 -5.8440 -0.378 -0.424 -0.611 0.397
Lu -0.8749 0.1737 1.6671 0.650 0.425 -1.537 1.120
Cl -0.9604 -2.1500 0.5247 -0.327 -0.571 0.490 -0.730
Cl -3.1999 1.1577 1.5793 -0.022 0.088 0.157 -0.689
H -3.8592 -1.4919 6.1009 0.040 0.146 -0.151 0.347
H -4.3565 -3.7994 4.7523 0.109 0.100 0.057 0.322
C -3.7801 -0.9828 5.1334 -0.046 -0.127 -0.325 -0.885
C -4.3473 -3.1339 3.8881 0.211 0.212 -0.165 -0.831
N -3.4696 -1.9756 4.0962 -0.166 -0.153 0.329 0.160
H -2.9584 -0.2503 5.1354 -0.548 -0.256 0.090 0.227
C -2.4133 -1.8330 3.3277 0.234 0.533 -0.322 0.341
O -1.6391 -0.8339 3.3845 -0.549 -1.462 0.981 -0.730
H -3.9605 -3.6742 3.0176 -0.239 0.015 0.223 0.271
H -2.2611 -2.6135 2.5597 0.102 0.342 0.296 0.265
H -4.7415 -0.5031 4.8910 0.409 -0.053 0.118 0.310
H -5.3748 -2.8178 3.6856 0.193 0.099 -0.009 0.322
H -1.2948 3.4280 -1.4430 -0.093 -0.008 0.380 0.003
H 1.1676 4.2475 -2.1386 -0.050 -0.040 0.332 0.282
C -1.0176 3.7797 -0.4523 0.501 0.240 -0.083 -0.773
C 1.3220 4.3688 -1.0554 -0.154 0.224 -0.260 -1.017
N 0.4146 3.5109 -0.3003 0.980 -0.064 1.856 0.456
H -1.5985 3.2970 0.3489 0.295 0.086 -0.497 0.185
C 0.9105 2.8537 0.7693 -1.192 0.385 -0.372 -0.115
O 0.2428 2.2529 1.6387 0.140 0.061 -0.196 -0.722
H 2.3715 4.1396 -0.8398 -0.328 -0.008 0.065 0.375
H 1.9924 2.9022 0.8802 0.231 -0.041 -0.232 0.383
H -1.1447 4.8752 -0.4250 -0.078 -0.296 0.124 0.378
H 1.1239 5.4217 -0.7941 0.123 -0.281 -0.142 0.356
O -0.9316 0.8162 -3.4769 2.904 -1.334 1.787 0.191
C 0.1485 -0.1648 -3.8264 -1.158 2.288 0.127 -0.101
C 1.6673 0.9921 -2.2246 0.348 0.205 -0.473 -0.011
C 1.2690 -0.2258 -2.7966 0.411 0.509 0.786 0.766
H 0.9996 1.8314 -2.3828 0.288 -0.131 0.152 0.788
C 2.8402 1.1470 -1.4993 -0.500 -0.289 -0.520 -1.162
H -0.2759 -1.1542 -4.0163 0.007 0.086 -0.152 0.596
C 1.8900 -1.3585 -2.2469 -0.632 -0.124 -0.448 -1.036
H 3.1069 2.1452 -1.1597 0.279 -0.286 -0.083 0.306
C 3.6124 0.0192 -1.2497 -0.140 -0.425 0.203 -0.872
C 3.0612 -1.2511 -1.4861 0.276 0.534 -0.159 -0.656
H 1.3876 -2.3259 -2.3486 0.409 0.169 -0.276 0.394
H 4.6196 0.1425 -0.8720 -0.073 -0.187 0.386 0.423
H 3.5677 -2.1403 -1.0876 -0.257 0.352 -0.409 0.485
Si -2.4299 0.6448 -2.8929 -1.901 -1.654 -0.051 0.629
Cl -0.4949 0.6085 -0.7047 -0.883 0.260 0.168 0.412
C -3.0916 2.1992 -2.1757 -0.605 0.642 -0.111 -1.275
C -3.4441 -0.8188 -2.1665 0.331 0.033 0.265 -0.912
C -2.9885 0.4429 -4.6408 -0.699 0.641 -0.391 -1.194
H -2.6631 3.0849 -2.6402 0.090 0.066 -0.121 0.437
H -3.1100 2.3296 -1.0985 0.194 -0.294 0.064 0.170
H -4.1365 2.2220 -2.4823 -0.292 -0.110 -0.122 0.548
H -2.6356 1.3746 -5.1112 -0.403 -0.453 -0.286 0.084
H -4.0531 0.3627 -4.6837 -0.917 -0.085 -0.542 0.543
H -2.5153 -0.4323 -5.1094 -0.307 0.362 0.248 0.166
H -3.2866 -1.1513 -1.1361 0.261 0.019 -0.196 0.118
H -3.3983 -1.6820 -2.8608 0.018 0.362 0.421 0.267
H -4.4848 -0.4363 -2.1896 0.410 -0.064 -0.192 0.373
N 3.3479 -1.7842 1.8869 0.013 0.248 0.083 0.077
C 3.6727 -0.5364 2.3925 -0.403 0.312 -0.154 -0.788
C 2.5187 0.1969 2.3200 0.139 -1.182 0.015 -0.472
N 1.4780 -0.5836 1.8290 1.087 -0.470 -0.090 0.133
C 2.0338 -1.7598 1.5341 0.012 0.057 0.495 -0.644
H 3.9890 -2.5781 1.8132 -0.620 0.589 -0.076 0.246
H 4.6561 -0.2504 2.7491 -0.245 -0.262 -0.181 0.404
H 2.3397 1.2016 2.6115 -0.017 0.537 0.209 0.612
H 1.5401 -2.6337 1.1113 -0.053 0.527 0.146 0.438
```
Positions in Å, forces in eV/Å.

The orbital gap comes out at 7.88 eV. The value obtained for the LUMO energy is 0.014 hartree. The calculation puts the total energy at -4250.96141 hartree. The energy relative to the best compared isomer or geometry (same formula, charge and spin) comes out at 48.83 kcal per mole. The strongest force on any atom comes out at 3.66 eV Å⁻¹. The value obtained for the highest occupied orbital energy is -0.2754 hartree.

---

[3]
# C3H5NO3

One molecule with the formula C3H5NO3 (ωB97M-V with the def2-TZVPD basis set, the OMol25 dataset).

Geometry as XYZ:
```
12
Properties=species:S:1:pos:R:3:forces:R:3:nbo_charge:R:1
N -1.3758 -0.9327 0.0372 0.038 -0.080 0.104 -0.821
C -0.6501 -0.2880 0.9858 -0.044 -0.081 0.109 0.634
O -0.6192 -0.6147 2.1575 -0.016 0.102 -0.315 -0.594
C 0.1323 0.9405 0.4989 -0.111 0.104 0.102 -0.178
O 1.3729 0.5740 -0.1357 0.010 -0.135 -0.058 -0.481
C 1.3315 0.0801 -1.3693 -0.232 -0.060 -0.291 0.661
O 0.3430 -0.1041 -2.0383 0.430 0.216 0.274 -0.614
H -1.2254 -0.7279 -0.9416 0.015 -0.016 0.182 0.424
H -1.7873 -1.8162 0.2984 -0.001 0.130 -0.006 0.402
H -0.4598 1.5721 -0.1713 0.080 -0.163 0.031 0.205
H 0.4325 1.4984 1.3843 -0.071 -0.054 -0.140 0.228
H 2.3531 -0.1444 -1.7032 -0.098 0.038 0.006 0.134
```
Positions in Å, forces in eV/Å.

The orbital gap comes out at 10.88 eV. The value obtained for the LUMO energy is 0.029 hartree. The structure (SMILES) is NC(=O)COC=O. The calculation puts the total energy at -397.81185 hartree. The energy relative to the best compared isomer or geometry (same formula, charge and spin) comes out at 15.59 kcal per mole. The strongest force on any atom comes out at 0.55 eV Å⁻¹. The value obtained for the highest occupied orbital energy is -0.3705 hartree.

---

[4]
# C12H48O12

C12H48O12 as an isolated structure (ωB97M-V with the def2-TZVPD basis set, the OMol25 dataset).

Geometry as XYZ:
```
72
Properties=species:S:1:pos:R:3:forces:R:3:mulliken_charge:R:1
C -0.4138 0.3310 -0.2677 4.150 -1.947 -1.855 1.274
O 0.3897 -0.7479 0.0691 -1.855 5.259 0.021 -1.372
H -1.4860 0.2381 -0.0950 4.123 -2.917 -0.220 -2.020
H -0.0942 1.2672 0.1900 0.539 -2.411 -1.081 -2.110
H -0.3259 0.4562 -1.3469 1.132 -0.335 1.327 0.584
H 1.2933 -0.6012 -0.2201 -2.332 -1.170 1.063 -0.089
C -0.3555 1.8284 1.9208 -0.453 1.467 1.517 -0.058
O 0.4024 0.9576 2.7665 10.177 13.454 -3.340 -0.659
H 0.2213 2.5309 1.3192 0.452 -0.563 0.967 0.319
H -1.0394 1.2559 1.2943 0.932 -0.100 1.923 0.404
H -1.0431 2.4927 2.4442 0.985 -0.400 1.614 0.410
H 0.1728 1.2341 3.6567 1.958 2.034 1.254 0.640
C -2.6543 2.5542 0.8429 -0.307 -0.419 -0.516 -1.087
O -2.0401 1.4989 0.0584 -7.038 5.665 0.708 -0.515
H -3.1706 3.3090 0.2499 -0.068 -0.122 -0.034 0.309
H -3.2955 2.0390 1.5581 -0.178 0.553 0.203 0.349
H -1.7579 2.9372 1.3306 -1.716 1.146 -0.570 0.365
H -2.6922 0.8618 -0.2425 -1.268 0.517 0.081 1.064
C -0.1095 -1.3533 2.1611 1.689 1.062 3.202 -0.641
O -0.6839 -0.4789 3.1518 3.119 -7.426 6.806 -0.824
H -0.1674 -2.4304 2.3178 -0.866 0.713 2.389 0.968
H -0.4917 -1.2630 1.1443 -0.409 1.554 3.668 -1.046
H 0.9591 -1.1481 2.0972 -0.644 0.581 0.794 1.060
H -0.3054 0.4031 3.1301 -3.979 -4.743 0.461 0.686
C -2.7831 -0.8572 1.2677 -2.576 -0.604 0.528 -1.025
O -2.2372 -1.3019 2.4146 -9.304 -5.794 -3.446 -0.728
H -3.5060 -1.6047 0.9412 -0.308 -0.022 -0.651 0.388
H -3.3712 0.0335 1.4893 -0.481 0.633 -0.273 0.337
H -2.0787 -0.6579 0.4600 -1.079 -0.846 0.895 0.281
H -1.5652 -0.6938 2.7313 -2.972 1.332 0.648 0.416
C 1.3508 0.3189 -2.8832 0.984 -0.548 -2.102 -0.507
O 1.7867 1.5832 -2.6000 0.160 2.869 -0.396 -0.649
H 0.7935 0.2959 -3.8197 0.726 -0.139 0.271 0.684
H 2.2103 -0.3097 -3.1161 -0.613 1.620 -0.404 0.138
H 0.8167 -0.0948 -2.0278 -0.297 0.573 -2.295 -0.617
H 2.0367 1.6646 -1.6767 -0.063 -0.084 -0.494 0.446
C 1.7587 -2.7237 1.0984 -1.820 -2.230 -2.950 0.284
O 2.6690 -1.9830 1.7167 3.576 1.937 2.926 -0.511
H 2.2396 -3.3934 0.3855 -0.391 -0.563 0.777 0.654
H 0.9808 -3.1246 1.7482 1.335 -1.114 -0.238 0.381
H 1.1766 -2.0140 0.5105 1.231 -1.921 0.506 -0.427
H 2.8029 -2.3601 2.5893 0.482 0.257 0.098 0.351
C 0.0355 3.0993 -0.5872 -1.670 -0.558 -0.069 -0.073
O 0.1910 4.2874 0.1277 0.641 1.012 0.054 -0.539
H 0.8867 2.4283 -0.4710 0.219 1.200 -0.614 -0.075
H -0.7655 2.5160 -0.1331 0.959 1.355 -0.661 0.229
H -0.4002 3.1432 -1.5854 0.974 0.629 -0.587 0.473
H -0.4164 4.9635 -0.1816 0.006 -0.056 -0.109 0.394
C 2.0781 -1.7237 -1.9483 0.537 -5.546 -2.531 -1.461
O 2.2395 -3.0332 -1.4959 0.437 -1.331 -1.443 -0.502
H 1.1396 -1.6113 -2.4912 -0.028 -0.833 0.399 0.551
H 2.1973 -1.0366 -1.1106 -3.628 -10.665 -3.972 -0.562
H 2.8021 -1.3566 -2.6757 1.209 -1.808 0.049 0.461
H 2.1633 -3.5435 -2.3055 0.130 -0.709 0.133 0.431
C 2.3636 0.7418 0.4571 2.473 1.932 0.465 -1.308
O 2.0824 -0.0340 -0.7513 7.034 13.931 5.724 0.270
H 3.2600 0.3099 0.9022 -0.231 -0.069 0.201 0.350
H 2.6699 1.7055 0.0502 -0.033 0.382 0.598 0.454
H 1.5934 0.8272 1.2237 0.271 -0.486 -0.908 0.843
H 2.8814 -0.5098 -0.9898 4.423 3.249 0.458 1.223
C -0.7390 -2.5263 -0.0361 -2.138 -4.251 -2.683 0.682
O -0.8922 -3.8170 -0.6518 -0.144 -0.888 0.341 -0.812
H -0.4441 -2.5016 1.0129 -0.804 -2.617 -2.618 -0.280
H -0.0250 -1.9347 -0.6091 -2.082 -2.434 -0.874 0.235
H -1.7558 -2.1370 0.0151 0.507 -0.263 -0.788 0.048
H 0.0044 -4.0999 -0.8458 0.017 -0.144 -0.068 0.369
C -1.9251 0.6998 -2.4148 0.597 2.303 -1.134 -0.283
O -0.9888 0.6117 -3.5062 -2.596 -0.554 -0.273 -0.544
H -1.3635 1.0342 -1.5425 -1.969 0.236 -2.409 0.267
H -2.5965 1.5453 -2.5648 -0.923 -0.389 -0.535 0.367
H -2.3828 -0.2622 -2.1846 -0.090 0.005 -0.421 0.392
H -0.2864 1.2648 -3.4663 -0.831 0.555 0.491 0.495
```
Positions in Å, forces in eV/Å.

The orbital gap comes out at 7.57 eV. The value obtained for the LUMO energy is -0.001 hartree. The calculation puts the total energy at -1387.23434 hartree. The energy relative to the best compared isomer or geometry (same formula, charge and spin) comes out at 1013.34 kcal per mole. The strongest force on any atom comes out at 17.20 eV Å⁻¹. The value obtained for the highest occupied orbital energy is -0.2791 hartree.

---

[5]
# C5H7NO

One molecule with the formula C5H7NO (ωB97M-V with the def2-TZVPD basis set, the OMol25 dataset).

Geometry as XYZ:
```
14
Properties=species:S:1:pos:R:3:forces:R:3:nbo_charge:R:1
O -0.8371 -0.2667 -1.1262 -0.136 0.087 0.055 -0.509
C -1.1448 0.6000 -0.1232 0.078 0.089 0.239 0.149
N -1.1441 0.1774 1.1295 -0.018 0.109 -0.127 -0.408
C -0.9484 -1.0305 1.6713 -0.044 -0.145 -0.005 -0.456
C 0.5432 -0.6512 -1.1838 0.182 -0.180 -0.032 -0.155
C 1.4687 0.4833 -1.1204 0.321 0.439 0.056 -0.030
C 2.2291 1.4122 -1.0291 -0.306 -0.401 -0.055 -0.234
H -1.2267 1.6567 -0.3328 -0.047 -0.129 0.055 0.173
H -1.3037 0.9245 1.7971 0.005 -0.058 -0.091 0.416
H -0.9077 -1.8922 1.0238 0.025 0.118 0.047 0.192
H -1.0632 -1.1218 2.7399 -0.005 0.048 -0.150 0.193
H 0.7754 -1.3430 -0.3641 0.016 0.089 -0.118 0.208
H 0.6501 -1.1788 -2.1348 0.026 0.045 0.157 0.221
H 2.9092 2.2300 -0.9471 -0.098 -0.110 -0.031 0.239
```
Positions in Å, forces in eV/Å.

The orbital gap comes out at 7.58 eV. The value obtained for the LUMO energy is 0.033 hartree. The calculation puts the total energy at -324.54104 hartree. The energy relative to the best compared isomer or geometry (same formula, charge and spin) comes out at 115.10 kcal per mole. The strongest force on any atom comes out at 0.55 eV Å⁻¹. The value obtained for the highest occupied orbital energy is -0.2453 hartree.

---

[6]
# C5H11NO

A 2-piece molecular cluster, C5H11NO overall (ωB97M-V with the def2-TZVPD basis set, the OMol25 dataset).

Geometry as XYZ:
```
18
Properties=species:S:1:pos:R:3:forces:R:3:nbo_charge:R:1
C 0.9074 0.1772 -0.9867 0.174 0.078 -0.092 -0.253
C 0.3425 -0.9326 -0.1715 -0.013 -0.196 0.038 -0.072
C 1.1548 -1.5531 0.9442 0.015 0.014 0.038 -0.631
N -0.1708 0.4164 -0.0457 -0.069 0.073 0.039 -0.408
C 0.0171 1.1868 1.1665 0.090 0.101 0.088 -0.413
C -2.1394 0.6037 -1.3909 -0.117 -0.111 -0.141 0.299
O -2.2567 -0.4911 -1.8939 0.015 0.343 0.137 -0.581
H 1.9090 0.5215 -0.7274 -0.145 -0.015 0.080 0.188
H 0.6532 0.2919 -2.0423 -0.021 -0.091 0.256 0.208
H -1.5870 1.4274 -1.8862 -0.054 -0.157 0.026 0.103
H -0.3773 -1.5951 -0.6580 0.164 0.096 0.044 0.222
H 0.5163 -1.8301 1.7910 0.059 0.025 -0.134 0.214
H 1.6531 -2.4626 0.5948 -0.087 0.124 0.000 0.225
H 1.9294 -0.8737 1.3153 -0.127 -0.111 -0.088 0.206
H -0.6403 0.7938 1.9528 0.125 0.075 -0.191 0.205
H 1.0467 1.1944 1.5503 -0.096 -0.016 -0.083 0.178
H -0.2778 2.2202 0.9610 0.063 -0.084 0.080 0.205
H -2.6802 0.9050 -0.4733 0.023 -0.149 -0.098 0.106
```
Positions in Å, forces in eV/Å.

The orbital gap comes out at 10.12 eV. The value obtained for the LUMO energy is 0.034 hartree. The structure (SMILES) is C[C@@H]1CN1C.C=O. The calculation puts the total energy at -327.02700 hartree. The energy relative to the best compared isomer or geometry (same formula, charge and spin) comes out at 65.48 kcal per mole. The strongest force on any atom comes out at 0.37 eV Å⁻¹. The value obtained for the highest occupied orbital energy is -0.3379 hartree.